Density functional theory data (wB97M-V/def2-TZVPD) for a gas-phase ion, H2N2O4P (charge -1).

The geometry in XYZ format:
```
9
Properties=species:S:1:pos:R:3:forces:R:3:lowdin_charge:R:1
N -1.012295 0.341930 0.293598 1.55 0.17 2.40 -0.258
N 1.551972 -0.653420 -0.256885 0.22 -1.71 1.08 -0.544
O -2.328498 0.180107 1.010776 1.70 -0.46 -0.68 -0.213
O 2.662177 -0.853963 0.292094 -1.00 -0.37 -1.23 -0.132
O 0.882292 -1.494073 -0.838957 1.34 0.30 -0.02 -0.048
O 0.976088 1.743640 -0.938143 0.03 1.74 -2.99 -0.510
P 0.938045 1.014598 0.301607 -2.50 -0.65 3.67 0.710
H -2.406930 -0.754219 0.756441 -0.41 0.39 0.61 0.043
H -1.262853 0.475403 -0.620533 -0.92 0.59 -2.85 -0.049
```
Forces are in eV/Å.

Properties
LUMO energy: 4.15 eV
charge: -1
energy relative to the best compared isomer or geometry (same formula, charge and spin): 132.9 kcal/mol
F_max: 4.5 eV/A
highest occupied orbital energy: -4.00 eV